Entry 1:
{"formula": "C5H3NO", "method": "ωB97M-V with the def2-TZVPD basis set", "elements": ["C", "C", "C", "C", "O", "N", "C", "H", "H", "H"], "xyz": [[2.26091, 0.14132, 0.57882], [1.07897, 0.01613, 0.39467], [-0.31716, -0.12757, 0.04983], [-1.14701, 1.12490, -0.00578], [-2.34696, 1.10349, -0.11039], [-1.09231, -1.35928, 0.57456], [-0.73979, -1.35045, -0.61609], [3.30854, 0.26158, 0.74176], [-0.57915, 2.07224, 0.08829], [-0.67526, -1.99443, -1.48097]], "atomic_forces_ev_per_a": [[-0.324, 0.022, -0.013], [0.412, 0.092, 0.032], [0.117, 0.253, 0.159], [-0.359, -0.046, -0.089], [0.487, 0.021, -0.043], [0.288, -0.079, -0.342], [-0.218, -0.239, 0.362], [-0.149, -0.036, 0.023], [-0.062, -0.122, -0.016], [-0.192, 0.134, -0.073]], "charge": 0, "smiles": "C#C[C@@]1(C=O)C=N1", "homo_ev": -9.970, "gap_ev": 10.56}

Entry 2:
{"formula": "C54H28ClI4N4O3S4Tl", "method": "ωB97M-V with the def2-TZVPD basis set", "elements": ["Tl", "I", "C", "C", "C", "C", "C", "C", "C", "C", "C", "C", "C", "C", "C", "C", "C", "C", "I", "C", "C", "C", "N", "C", "C", "C", "C", "C", "C", "I", "C", "C", "C", "C", "C", "C", "N", "C", "C", "C", "C", "C", "N", "C", "C", "C", "C", "I", "C", "C", "C", "C", "N", "H", "H", "H", "H", "H", "H", "H", "H", "H", "H", "H", "H", "H", "H", "H", "H", "H", "H", "H", "H", "H", "H", "H", "H", "O", "C", "S", "C", "C", "S", "S", "S", "Cl", "C", "C", "C", "C", "O", "C", "C", "O", "C", "H", "H", "H", "H"], "xyz": [[0.17609, -0.95842, -1.60819], [-8.18190, -1.80400, -4.45447], [-6.54046, -1.05423, -3.33978], [-5.27205, -1.08430, -3.88632], [-4.20918, -0.61096, -3.14220], [-4.40121, -0.13087, -1.84651], [-5.69751, -0.09928, -1.33038], [-6.76981, -0.55100, -2.07316], [-3.26835, 0.39092, -1.07907], [-3.00507, -0.06507, 0.19248], [-3.44596, -1.35462, 0.66014], [-2.77713, -2.18442, 1.50306], [-1.43159, -1.88249, 1.95069], [-0.75316, -2.00059, 3.18453], [-1.24852, -2.42454, 4.44436], [-0.52002, -2.18902, 5.62932], [-0.99353, -2.57302, 6.86372], [-2.22425, -3.19596, 6.95857], [-2.97728, -3.76566, 8.86157], [-2.98284, -3.42897, 5.82491], [-2.50279, -3.04936, 4.59426], [0.49993, -1.19294, 3.02187], [0.32394, -0.67280, 1.64191], [2.64892, -0.44797, 1.27724], [3.54989, 0.10542, 0.39215], [4.99377, -0.00920, 0.64820], [5.58689, 0.48772, 1.80555], [6.95355, 0.38973, 2.00509], [7.72958, -0.22040, 1.04107], [9.82945, -0.36296, 1.34074], [7.16928, -0.73390, -0.11204], [5.80684, -0.61961, -0.30688], [3.14033, 0.82236, -0.77706], [4.01050, 1.70050, -1.50373], [3.23027, 2.36710, -2.39523], [1.88980, 1.88622, -2.21249], [1.87893, 0.93508, -1.24016], [0.76556, 2.45263, -2.83396], [-0.59589, 2.20661, -2.57628], [-1.69226, 2.80368, -3.28212], [-2.83016, 2.21795, -2.80223], [-2.41227, 1.30290, -1.79176], [-1.07599, 1.31405, -1.66626], [1.04851, 3.50028, -3.83215], [0.63703, 4.81246, -3.60457], [0.89164, 5.81000, -4.52681], [1.55789, 5.48608, -5.69210], [1.90332, 7.00757, -7.13713], [1.99187, 4.19847, -5.94126], [1.73963, 3.21017, -5.00647], [2.88433, -1.13611, 2.49447], [1.88703, -1.54936, 3.32626], [-0.70074, -1.26193, 1.01604], [-5.10618, -1.47700, -4.87834], [-3.21219, -0.62444, -3.55703], [-5.86945, 0.30821, -0.34340], [-7.77060, -0.50874, -1.66816], [-4.37230, -1.71391, 0.22963], [-3.21481, -3.14290, 1.73903], [0.43045, -1.68002, 5.57477], [-0.40372, -2.38383, 7.75021], [-3.95144, -3.90225, 5.89938], [-3.11587, -3.22082, 3.72659], [4.97931, 0.98060, 2.54996], [7.40338, 0.79674, 2.89904], [7.78483, -1.21571, -0.85521], [5.35114, -1.02789, -1.19504], [5.06579, 1.82136, -1.33674], [3.53435, 3.12187, -3.09606], [-1.62099, 3.54511, -4.05896], [-3.84884, 2.41747, -3.08943], [0.11527, 5.05166, -2.68952], [0.57416, 6.82551, -4.33614], [2.51712, 3.96353, -6.85496], [2.05915, 2.19450, -5.18741], [3.91277, -1.34794, 2.74457], [2.09772, -2.16006, 4.18696], [2.12375, -6.36186, -5.09592], [2.18183, -5.26786, -4.59275], [2.81767, -4.95786, -2.98543], [2.54969, -3.19494, -2.93388], [2.01813, -2.63979, -4.06851], [1.71217, -1.00033, -4.35757], [1.64200, -3.79177, -5.37977], [2.98424, -2.39884, -1.50449], [-2.93050, 1.16323, 6.74391], [-2.70695, 0.97737, 5.03952], [-3.80745, 0.89725, 4.20203], [-3.61118, 0.78778, 2.84050], [-2.32752, 0.70345, 2.29303], [-2.10930, 0.67011, 0.96541], [-1.22580, 0.68874, 3.16585], [0.13482, 0.27609, 2.74671], [1.33864, -0.38151, 0.79559], [-1.42901, 0.86524, 4.53099], [-4.80514, 0.92561, 4.61215], [-4.46073, 0.75150, 2.17422], [0.93460, 1.00590, 2.78180], [-0.57789, 0.86749, 5.19545]], "atomic_forces_ev_per_a": [[0.254, -1.099, -1.238], [0.314, 0.165, 0.185], [-0.497, -0.176, -0.248], [-0.047, -0.099, -0.173], [0.070, 0.032, 0.199], [-0.479, -0.318, -0.225], [0.264, 0.099, -0.020], [-0.229, -0.117, -0.032], [0.435, -0.459, 1.475], [0.103, 1.074, -1.032], [0.237, -1.045, 0.646], [-0.742, 0.089, -0.688], [1.629, 0.296, 0.210], [0.214, -0.123, -0.619], [-0.043, -0.107, 0.430], [-0.048, -0.002, -0.322], [-0.047, -0.088, 0.292], [-0.179, -0.141, 0.626], [0.177, 0.123, -0.415], [-0.122, -0.044, 0.148], [0.140, 0.070, -0.151], [-0.273, -0.294, 0.597], [0.078, 0.211, 1.158], [0.454, 0.801, -1.463], [-1.109, -0.923, 1.324], [0.454, -0.072, 0.215], [-0.154, 0.007, -0.142], [0.168, 0.050, 0.187], [0.528, -0.016, 0.146], [-0.434, 0.028, -0.057], [0.158, -0.001, -0.035], [-0.123, 0.029, 0.004], [-1.000, 0.763, -1.142], [0.064, 0.103, -0.008], [0.119, 0.017, -0.088], [-0.027, 0.421, -0.341], [0.383, -0.069, 0.710], [0.436, -0.421, 0.608], [-0.416, 0.133, -0.160], [0.115, 0.016, -0.158], [-0.103, 0.036, 0.115], [0.710, 0.762, -0.304], [-0.351, 0.108, 0.508], [0.086, 0.429, -0.351], [0.048, -0.161, 0.060], [-0.038, 0.201, -0.020], [0.120, 0.387, -0.391], [-0.045, -0.320, 0.303], [0.057, 0.089, -0.177], [-0.176, -0.153, 0.175], [-0.681, -0.734, 1.238], [0.998, 0.314, -0.535], [-1.362, -0.967, -0.681], [0.006, -0.023, -0.048], [0.118, -0.010, -0.030], [0.046, 0.038, 0.075], [-0.041, -0.021, 0.004], [0.023, -0.026, 0.050], [-0.075, -0.004, 0.006], [0.103, 0.045, 0.022], [-0.007, 0.028, 0.029], [-0.048, -0.023, 0.020], [-0.058, -0.063, -0.025], [-0.101, 0.073, 0.066], [0.020, 0.004, 0.043], [0.028, -0.058, -0.082], [-0.205, -0.123, -0.197], [0.119, 0.037, -0.020], [0.123, 0.106, -0.041], [-0.031, 0.011, -0.085], [-0.096, 0.015, -0.093], [-0.049, -0.012, 0.081], [-0.019, 0.018, -0.003], [0.016, -0.044, -0.043], [0.055, -0.179, -0.018], [0.038, -0.116, -0.079], [0.048, -0.044, 0.115], [-0.037, -0.937, -0.442], [0.053, 0.715, 0.297], [-0.122, 0.271, -0.004], [-0.610, -0.507, -1.580], [0.461, -1.409, 0.688], [-0.339, 1.373, -0.363], [0.091, 0.152, 0.235], [0.454, 0.443, 1.283], [-0.054, 0.011, 0.330], [0.082, -0.045, -0.255], [0.128, 0.069, 0.018], [0.127, 0.014, -0.226], [-0.070, 0.411, 1.000], [-0.370, 0.320, -0.520], [-0.413, 0.052, -0.486], [-0.105, 0.589, 0.440], [0.697, -0.039, -0.375], [-0.095, 0.090, -0.139], [-0.071, 0.060, 0.039], [-0.053, 0.013, -0.032], [0.104, -0.124, -0.094], [0.040, -0.053, 0.095]], "charge": -2, "homo_ev": -0.434, "gap_ev": 3.23}

no.,F_max (hartree/bohr),total energy (eV)
1,0.010,-8766.6839
2,0.038,-161511.2639